Entry 1:
C39H35F5IrN3O2S as an isolated structure, computed with wB97M-V/def2-TZVPD.

Cartesian coordinates (Å):
Ir (-0.68, 0.48, -0.02)
O (-0.32, -1.55, -0.56)
C (0.78, -2.38, -0.54)
C (1.80, -1.93, 0.55)
C (2.53, -0.66, 0.27)
C (3.91, -0.61, 0.44)
C (4.57, 0.59, 0.28)
C (3.84, 1.71, -0.07)
C (2.46, 1.58, -0.26)
C (1.67, 2.78, -0.65)
C (0.72, 3.26, 0.50)
O (-0.32, 2.40, 0.63)
C (0.14, 4.65, 0.21)
C (0.50, 5.44, -0.88)
C (-0.06, 6.70, -1.04)
C (-0.99, 7.17, -0.14)
C (-1.38, 6.37, 0.93)
C (-0.81, 5.12, 1.10)
C (1.54, 3.35, 1.79)
C (2.43, 4.40, 2.00)
C (3.16, 4.46, 3.17)
C (3.01, 3.48, 4.14)
C (2.14, 2.43, 3.93)
C (1.40, 2.37, 2.76)
N (1.83, 0.42, -0.07)
C (0.31, -3.77, -0.08)
C (-0.54, -3.85, 1.02)
C (-1.02, -5.08, 1.45)
C (-0.64, -6.24, 0.80)
C (0.22, -6.16, -0.28)
C (0.69, -4.94, -0.72)
C (1.41, -2.46, -1.93)
C (2.76, -2.66, -2.13)
C (3.27, -2.78, -3.42)
C (2.42, -2.71, -4.51)
C (1.07, -2.51, -4.31)
C (0.56, -2.38, -3.03)
H (2.51, -2.74, 0.73)
H (1.21, -1.79, 1.47)
H (4.45, -1.51, 0.71)
H (5.64, 0.65, 0.43)
H (4.32, 2.66, -0.21)
H (1.02, 2.54, -1.50)
H (2.35, 3.59, -0.91)
H (1.20, 5.09, -1.62)
H (0.23, 7.30, -1.89)
H (-1.41, 8.15, -0.27)
H (-2.13, 6.72, 1.62)
H (-1.11, 4.49, 1.92)
H (2.54, 5.17, 1.25)
H (3.84, 5.28, 3.34)
H (3.58, 3.54, 5.06)
H (2.02, 1.66, 4.68)
H (0.70, 1.56, 2.59)
H (-0.83, -2.96, 1.55)
H (-1.68, -5.12, 2.30)
H (-1.02, -7.19, 1.12)
H (0.54, -7.06, -0.79)
H (1.36, -4.89, -1.57)
H (3.44, -2.75, -1.30)
H (4.33, -2.93, -3.56)
H (2.82, -2.82, -5.51)
H (0.40, -2.47, -5.16)
H (-0.49, -2.22, -2.88)
F (-1.28, 1.59, -2.78)
C (-2.08, 1.19, -1.72)
F (-2.72, 2.35, -1.32)
C (-3.18, 0.32, -2.33)
F (-2.71, -0.83, -2.83)
F (-3.87, 0.90, -3.33)
F (-4.09, -0.03, -1.41)
C (-5.34, -1.45, 2.37)
N (-4.48, -2.05, 1.39)
C (-4.99, -3.02, 0.44)
C (-3.78, -3.28, -0.48)
N (-2.87, -2.23, -0.10)
C (-3.30, -1.57, 0.97)
S (-2.46, -0.33, 1.76)
H (-6.12, -0.85, 1.89)
H (-4.75, -0.82, 3.02)
H (-5.82, -2.24, 2.96)
H (-5.84, -2.59, -0.10)
H (-5.32, -3.92, 0.96)
H (-4.03, -3.20, -1.54)
H (-3.33, -4.26, -0.29)
H (-1.91, -2.12, -0.46)

Charge   0
Gap between HOMO and LUMO (spin up / spin down)   0.2439 / 0.2452 Eh
Energy   -76837.578 eV
LUMO (spin up / spin down)   -1.26 / -1.20 eV

Entry 2:
A 7-piece molecular cluster, C17H46F6N4O7 overall, computed with wB97M-V/def2-TZVPD.

Cartesian coordinates (Å):
N (-0.94, -0.62, -0.50)
H (-0.32, -0.51, -1.29)
H (-0.59, -0.13, 0.30)
H (-0.99, -1.61, -0.30)
H (-1.81, -0.20, -0.80)
N (1.66, -5.03, -2.75)
H (0.83, -5.11, -2.19)
H (1.42, -5.37, -3.67)
H (2.48, -5.53, -2.45)
H (1.97, -4.08, -2.93)
C (-0.91, -4.87, 2.19)
O (-0.66, -3.80, 3.12)
O (-1.08, -4.36, 0.91)
C (0.30, -5.87, 2.47)
F (0.02, -6.79, 3.40)
F (0.84, -6.48, 1.33)
F (1.41, -5.42, 3.08)
C (-1.80, -3.30, 3.90)
C (-1.20, -2.38, 5.02)
H (-2.04, -1.89, 5.52)
H (-0.84, -3.08, 5.77)
H (-0.37, -1.78, 4.64)
H (-2.55, -3.94, 4.37)
H (-2.30, -2.58, 3.25)
H (-1.85, -5.33, 2.48)
C (1.35, 0.63, -4.32)
O (0.47, 1.49, -3.59)
O (1.53, -0.49, -3.47)
C (1.16, 0.55, -5.90)
F (1.15, 1.76, -6.44)
F (2.23, -0.05, -6.52)
F (0.08, -0.07, -6.40)
C (0.65, 2.92, -3.85)
C (0.22, 3.68, -2.52)
H (0.04, 4.72, -2.81)
H (-0.77, 3.28, -2.27)
H (0.82, 3.48, -1.64)
H (0.04, 3.23, -4.70)
H (1.68, 3.24, -4.04)
H (2.30, 1.18, -4.28)
C (0.23, 2.80, 3.05)
O (0.52, 1.64, 2.44)
H (0.81, 3.65, 2.70)
H (-0.81, 3.11, 2.92)
H (0.54, 2.65, 4.09)
H (1.46, 1.54, 2.59)
C (-4.57, 3.02, 0.42)
C (-5.51, 2.27, -0.58)
C (-5.30, 2.85, -2.07)
O (-5.61, 4.22, -2.10)
C (-5.81, 4.92, -3.32)
N (-5.33, 0.79, -0.50)
H (-4.78, 4.07, 0.63)
H (-3.59, 3.06, -0.06)
H (-4.53, 2.59, 1.42)
H (-6.55, 2.43, -0.28)
H (-5.86, 2.24, -2.79)
H (-4.29, 2.86, -2.48)
H (-5.39, 5.93, -3.38)
H (-6.88, 5.06, -3.51)
H (-5.53, 4.34, -4.20)
H (-5.12, 0.47, 0.43)
H (-6.18, 0.32, -0.78)
C (6.27, 0.75, 1.38)
C (5.34, -0.35, 0.92)
C (4.73, -1.21, 2.03)
O (4.31, -0.38, 3.09)
C (3.95, -1.13, 4.19)
N (4.37, 0.42, 0.19)
H (5.80, 1.48, 2.04)
H (6.76, 1.34, 0.61)
H (7.13, 0.36, 1.92)
H (5.81, -1.04, 0.22)
H (5.69, -1.66, 2.31)
H (4.00, -1.94, 1.69)
H (4.75, -1.60, 4.75)
H (3.29, -1.93, 3.86)
H (3.40, -0.47, 4.85)
H (3.97, -0.13, -0.56)
H (4.85, 1.16, -0.30)

Charge   0
Gap between HOMO and LUMO   0.2080 Eh
Energy   -54963.480 eV
Relative energy (zero: lowest compared OMol25 entry of this formula, charge and spin)   210.33 kcal per mole
LUMO   -1.37 eV

Entry 3:
One molecule with the formula CH3NOS, computed with wB97M-V/def2-TZVPD.

Cartesian coordinates (Å):
C (0.72, 0.63, -0.06)
N (-0.18, -0.27, -0.06)
O (-1.51, 0.14, 0.02)
S (2.32, -0.05, 0.02)
H (0.48, 1.75, -0.07)
H (1.48, -1.07, -0.08)
H (-2.00, -0.66, -0.35)

Charge   0
Gap between HOMO and LUMO   0.3634 Eh
Energy   -15455.813 eV
Relative energy (zero: lowest compared OMol25 entry of this formula, charge and spin)   69.08 kcal per mole
LUMO   0.97 eV

Entry 4:
C34H59I2N3O5PS as an isolated structure, computed with wB97M-V/def2-TZVPD.

Cartesian coordinates (Å):
C (-4.77, 1.82, -0.67)
C (-4.02, 1.78, -1.99)
I (-5.16, 0.76, -3.52)
C (-2.79, 2.28, -2.17)
I (-1.96, 2.01, -4.18)
P (-1.63, 3.24, -0.93)
S (-0.99, 4.49, -2.68)
C (-0.25, 4.08, 0.14)
C (1.15, 3.47, -0.07)
C (1.40, 2.03, 0.41)
N (2.12, 1.29, -0.68)
C (-1.99, 2.04, 0.56)
C (-1.97, 0.56, 0.23)
O (-2.58, -0.23, 0.94)
O (-1.24, 0.04, -0.82)
C (-2.96, 4.52, -0.40)
C (-2.70, 5.98, -0.73)
O (-2.05, 6.74, -0.03)
C (-3.39, 6.63, -1.94)
C (-4.23, 5.94, -2.79)
C (-4.86, 6.55, -3.85)
C (-4.68, 7.90, -4.11)
C (-3.82, 8.59, -3.27)
C (-3.19, 7.97, -2.22)
H (-4.56, 0.90, -0.10)
H (-5.85, 1.76, -0.88)
H (-4.63, 2.66, 0.00)
H (-0.59, 2.31, -1.33)
H (0.29, 4.88, -2.53)
H (-0.14, 5.09, -0.29)
H (-0.54, 4.27, 1.19)
H (1.86, 4.14, 0.46)
H (1.44, 3.54, -1.12)
H (0.54, 1.41, 0.68)
H (2.09, 1.99, 1.26)
H (1.48, 0.67, -1.15)
H (2.91, 0.78, -0.31)
H (-2.90, 2.30, 1.11)
H (-1.21, 2.16, 1.32)
H (-1.85, -0.54, -1.30)
H (-3.17, 4.50, 0.68)
H (-3.92, 4.32, -0.91)
H (-4.44, 4.88, -2.67)
H (-5.53, 5.99, -4.50)
H (-5.17, 8.37, -4.95)
H (-3.67, 9.64, -3.49)
H (-2.54, 8.59, -1.60)
C (2.05, -5.67, -1.95)
C (0.60, -5.76, -2.47)
C (0.47, -4.95, -3.76)
C (0.49, -3.44, -3.50)
C (-0.59, -3.06, -2.50)
C (-0.51, -3.85, -1.19)
N (-0.37, -5.32, -1.42)
O (-1.54, -5.80, -1.73)
C (0.66, -3.33, -0.33)
C (-1.75, -3.53, -0.35)
C (0.43, -7.25, -2.80)
H (2.73, -6.11, -2.67)
H (2.40, -4.66, -1.79)
H (2.16, -6.23, -1.01)
H (-0.46, -5.21, -4.27)
H (1.28, -5.21, -4.44)
H (1.47, -3.12, -3.16)
H (0.31, -2.91, -4.44)
H (-0.52, -1.99, -2.28)
H (-1.57, -3.21, -2.96)
H (0.88, -4.01, 0.49)
H (0.41, -2.37, 0.10)
H (1.57, -3.16, -0.90)
H (-2.68, -3.74, -0.87)
H (-1.77, -2.47, -0.10)
H (-1.75, -4.09, 0.59)
H (0.48, -7.86, -1.90)
H (1.22, -7.58, -3.47)
H (-0.52, -7.46, -3.29)
C (1.22, -2.19, 4.50)
C (1.99, -1.59, 3.31)
C (2.83, -2.68, 2.65)
C (4.05, -3.07, 3.48)
C (4.89, -1.83, 3.80)
C (4.09, -0.70, 4.45)
N (2.81, -0.42, 3.74)
O (3.09, 0.28, 2.67)
C (3.80, -1.05, 5.93)
C (4.98, 0.54, 4.53)
C (0.87, -1.15, 2.34)
H (0.53, -2.96, 4.15)
H (1.85, -2.68, 5.24)
H (0.63, -1.43, 5.01)
H (3.17, -2.34, 1.66)
H (2.21, -3.56, 2.47)
H (3.74, -3.57, 4.40)
H (4.66, -3.79, 2.93)
H (5.72, -2.12, 4.45)
H (5.34, -1.47, 2.87)
H (3.05, -0.38, 6.35)
H (4.71, -0.94, 6.53)
H (3.48, -2.08, 6.08)
H (5.35, 0.85, 3.56)
H (5.85, 0.34, 5.16)
H (4.44, 1.38, 4.97)
H (0.27, -0.35, 2.78)
H (0.21, -1.98, 2.13)
H (1.26, -0.80, 1.39)

Charge   -1
⟨S²⟩   2.0082
Gap between HOMO and LUMO (spin up / spin down)   0.2355 / 0.2229 Eh
2S+1   3
Energy   -87243.344 eV
LUMO (spin up / spin down)   2.07 / 1.73 eV

Entry 5:
One molecule with the formula C4H13N3, computed with wB97M-V/def2-TZVPD.

Cartesian coordinates (Å):
C (-1.13, 0.76, -0.67)
C (0.93, -0.28, 1.18)
C (2.18, -0.54, 0.49)
C (-0.02, -1.43, 1.42)
N (0.20, 0.87, -0.02)
N (-1.25, -0.40, -1.52)
N (-1.37, 2.01, -1.37)
H (0.31, 1.81, 0.35)
H (-1.88, 0.67, 0.13)
H (0.97, 0.38, 2.06)
H (-2.30, 2.00, -1.76)
H (-1.24, -1.26, -0.98)
H (-0.50, -0.44, -2.19)
H (-0.72, 2.11, -2.14)
H (2.36, -1.58, 0.23)
H (3.06, -0.04, 0.88)
H (1.13, 0.58, -0.59)
H (-1.06, -1.11, 1.53)
H (0.27, -1.93, 2.35)
H (0.04, -2.16, 0.61)

Charge   0
Gap between HOMO and LUMO   0.2790 Eh
Energy   -8826.296 eV
Relative energy (zero: lowest compared OMol25 entry of this formula, charge and spin)   71.87 kcal per mole
LUMO   0.91 eV

Entry 6:
C27H77AsF6O11 as an isolated structure, computed with wB97M-V/def2-TZVPD.

Cartesian coordinates (Å):
O (-3.04, 4.14, -7.23)
H (-3.71, 4.56, -7.84)
H (-2.32, 4.80, -7.03)
H (-3.47, 3.80, -6.38)
As (-4.92, 7.49, -5.40)
F (-6.33, 6.49, -5.51)
F (-4.37, 6.74, -3.94)
F (-3.57, 8.59, -5.41)
F (-5.49, 8.31, -6.85)
F (-5.81, 8.63, -4.43)
F (-3.95, 6.37, -6.32)
C (-7.98, 6.27, -7.98)
C (-8.46, 4.85, -7.95)
O (-7.66, 4.04, -8.84)
H (-6.90, 6.36, -7.84)
H (-8.40, 6.81, -7.13)
H (-8.24, 6.79, -8.90)
H (-9.49, 4.79, -8.32)
H (-8.47, 4.44, -6.94)
H (-8.03, 3.15, -8.85)
C (-3.56, 4.17, -1.51)
C (-2.91, 2.82, -1.63)
O (-2.56, 2.59, -3.02)
H (-4.45, 4.27, -2.12)
H (-2.86, 4.97, -1.77)
H (-3.85, 4.37, -0.48)
H (-3.54, 2.02, -1.22)
H (-1.96, 2.83, -1.08)
H (-1.66, 2.25, -3.02)
C (-3.48, 6.38, -9.66)
C (-4.72, 5.57, -9.95)
O (-5.00, 4.71, -8.83)
H (-3.50, 6.84, -8.67)
H (-3.38, 7.21, -10.36)
H (-2.60, 5.74, -9.71)
H (-4.63, 4.95, -10.84)
H (-5.56, 6.26, -10.06)
H (-5.95, 4.46, -8.82)
C (-0.13, 11.79, -6.98)
C (-1.33, 10.86, -6.97)
C (-0.90, 9.51, -7.58)
O (-1.79, 10.63, -5.65)
H (0.33, 11.67, -7.96)
H (0.60, 11.46, -6.24)
H (-0.37, 12.84, -6.78)
H (-2.14, 11.23, -7.61)
H (-1.71, 8.77, -7.57)
H (-0.07, 9.07, -7.01)
H (-0.62, 9.65, -8.63)
H (-2.27, 9.79, -5.62)
C (-10.48, 9.78, -5.55)
C (-8.98, 9.60, -5.50)
C (-8.24, 10.80, -4.96)
O (-8.71, 8.42, -4.71)
H (-10.91, 9.90, -4.55)
H (-10.95, 8.93, -6.04)
H (-10.77, 10.67, -6.12)
H (-8.67, 9.37, -6.53)
H (-7.16, 10.72, -5.13)
H (-8.47, 10.96, -3.91)
H (-8.53, 11.70, -5.51)
H (-7.75, 8.46, -4.59)
C (-6.22, 2.63, -4.17)
C (-5.27, 2.10, -5.21)
C (-5.86, 2.10, -6.60)
O (-4.11, 2.95, -5.26)
H (-7.20, 2.14, -4.29)
H (-6.41, 3.69, -4.33)
H (-5.91, 2.47, -3.14)
H (-4.95, 1.08, -4.97)
H (-6.28, 3.08, -6.83)
H (-6.67, 1.38, -6.68)
H (-5.12, 1.86, -7.37)
H (-3.65, 2.87, -4.40)
C (-1.19, 5.32, -4.65)
C (-0.46, 6.14, -5.69)
C (1.05, 5.93, -5.72)
O (-1.02, 5.83, -6.99)
H (-1.05, 4.26, -4.84)
H (-2.26, 5.53, -4.60)
H (-0.79, 5.57, -3.66)
H (-0.68, 7.20, -5.52)
H (1.44, 6.01, -4.71)
H (1.51, 6.63, -6.42)
H (1.26, 4.92, -6.08)
H (-0.32, 5.79, -7.65)
C (-1.27, 8.11, -1.44)
C (-1.45, 9.00, -2.67)
C (-2.80, 9.67, -2.62)
O (-0.40, 9.97, -2.57)
H (-1.14, 8.71, -0.55)
H (-0.49, 7.35, -1.54)
H (-2.17, 7.50, -1.28)
H (-1.34, 8.36, -3.55)
H (-3.05, 10.09, -1.64)
H (-3.57, 8.91, -2.81)
H (-2.89, 10.46, -3.37)
H (-0.53, 10.59, -3.29)
C (-5.28, 9.81, -10.47)
C (-5.42, 10.63, -9.20)
C (-5.45, 12.13, -9.48)
O (-6.57, 10.25, -8.47)
H (-6.11, 9.97, -11.16)
H (-5.27, 8.74, -10.24)
H (-4.36, 10.08, -11.01)
H (-4.51, 10.47, -8.60)
H (-6.18, 12.36, -10.25)
H (-4.46, 12.44, -9.82)
H (-5.71, 12.67, -8.57)
H (-6.33, 9.47, -7.95)
C (-11.26, 6.12, -5.49)
C (-10.91, 5.70, -4.07)
C (-9.72, 4.77, -4.03)
O (-10.61, 6.85, -3.27)
H (-10.42, 6.61, -5.99)
H (-12.12, 6.80, -5.49)
H (-11.58, 5.25, -6.06)
H (-11.77, 5.25, -3.58)
H (-9.81, 3.89, -4.68)
H (-9.54, 4.41, -3.01)
H (-8.82, 5.30, -4.36)
H (-9.98, 7.38, -3.78)

Charge   0
Gap between HOMO and LUMO   0.3427 Eh
Energy   -128918.420 eV
Relative energy (zero: lowest compared OMol25 entry of this formula, charge and spin)   0.00 kcal per mole
LUMO   0.03 eV

Entry 7:
One molecule with the formula C2H4IN3S, computed with wB97M-V/def2-TZVPD.

Cartesian coordinates (Å):
C (1.09, -2.00, 0.04)
C (1.46, -0.79, -0.25)
N (-1.21, -0.67, -0.30)
N (-0.41, 0.11, -1.00)
N (-0.59, 1.36, -0.69)
S (-0.75, -2.34, -0.22)
I (3.36, 0.02, -0.02)
H (1.51, -2.97, 0.30)
H (-1.58, -0.10, 0.55)
H (0.04, 1.99, -1.05)
H (-0.90, 1.71, 0.17)

Charge   0
Gap between HOMO and LUMO (spin up / spin down)   0.2850 / 0.2852 Eh
Energy   -25539.391 eV
Relative energy (zero: lowest compared OMol25 entry of this formula, charge and spin)   64.12 kcal per mole
LUMO (spin up / spin down)   0.19 / 0.19 eV